{"formula": "C6H29NO10", "method": "ωB97M-V/def2-TZVPD", "gap_ev": 9.0716, "lumo_energy_ha": -0.0034, "smiles": "C/C=C/C[C@H](N)C=O.O.O.O.O.O.O.O.O.O", "max_force_ev_per_a": 2.44, "charge": 0, "homo_ev": -9.2, "species": ["C", "C", "C", "C", "C", "N", "C", "O", "H", "H", "H", "H", "H", "H", "H", "H", "H", "H", "H", "O", "H", "H", "O", "H", "H", "O", "H", "H", "O", "H", "H", "O", "H", "H", "O", "H", "H", "O", "H", "H", "O", "H", "H", "O", "H", "H"], "xyz": [[-2.38629, -1.25766, -2.32714], [-1.77832, -0.79722, -1.02762], [-0.52172, -1.06099, -0.64612], [-0.07372, -0.70660, 0.75569], [0.77356, 0.55414, 0.65590], [2.10488, 0.28232, 0.07703], [1.12283, 1.06583, 2.05380], [1.00665, 2.22368, 2.39359], [-3.16321, -0.53365, -2.62059], [-1.73278, -1.45774, -3.19960], [-3.09507, -2.07888, -2.17058], [-2.41141, -0.25582, -0.37544], [0.15271, -1.52181, -1.34449], [-0.92790, -0.44475, 1.40071], [0.55594, -1.46380, 1.25973], [0.33684, 1.38222, 0.06920], [2.81461, 0.99030, -0.02065], [2.47135, -0.61537, 0.32986], [1.53674, 0.36250, 2.75531], [0.66129, 1.56706, -3.11755], [1.13694, 1.50446, -3.95548], [1.00692, 0.90822, -2.50037], [-0.18895, -4.37145, 0.54018], [0.45229, -4.00999, -0.08056], [0.19950, -4.34896, 1.41886], [2.81525, -2.74844, -0.49253], [3.66218, -2.53912, -0.07454], [2.98837, -2.54528, -1.41928], [3.22658, 2.92157, -1.42907], [2.46730, 3.31574, -1.91032], [3.38578, 3.60470, -0.76725], [-0.35318, 4.30708, 0.96175], [-0.93704, 3.67467, 1.38788], [0.45833, 4.27464, 1.47615], [0.96536, 4.09181, -2.43245], [0.50387, 4.24320, -1.59709], [0.78530, 3.14690, -2.69457], [-0.36691, 0.23257, 4.73386], [-0.07550, 0.61039, 3.89609], [-1.20929, -0.17572, 4.49428], [-3.07667, -0.37953, 1.62754], [-3.08278, 0.14204, 0.84324], [-3.51754, -1.23688, 1.58696], [-3.10600, -3.62357, 0.80816], [-2.13382, -3.67547, 0.76136], [-3.45327, -3.55734, -0.08380]], "atomic_forces_ev_per_a": [[-1.250, 0.786, -0.264], [1.607, -1.127, -1.442], [-1.462, 0.006, 0.813], [0.549, 0.916, -0.608], [1.964, 0.942, 0.844], [-0.723, -0.725, -0.625], [-0.875, 1.334, -1.143], [0.100, -0.214, 0.154], [0.607, 0.360, -0.341], [-0.181, 0.065, 0.806], [0.625, -0.584, 0.161], [-0.244, -0.007, -0.087], [0.313, -0.323, -0.038], [0.211, -0.508, -0.348], [-0.442, 0.023, -0.351], [-0.220, -0.420, 0.423], [-0.355, 0.497, 0.080], [0.091, -0.231, 0.069], [0.521, -0.941, 0.420], [-0.236, -0.261, -0.259], [0.058, -0.260, 0.273], [0.225, 0.029, -0.105], [-0.434, -0.026, -0.064], [0.192, 0.074, 0.247], [0.244, 0.044, -0.108], [0.342, 0.086, -0.007], [-0.167, -0.217, 0.070], [-0.177, -0.012, -0.023], [-0.059, 0.121, 0.218], [0.161, 0.000, 0.064], [0.219, -0.120, -0.004], [-0.111, 0.348, -0.425], [0.120, -0.052, 0.095], [-0.037, -0.245, 0.099], [-0.008, -0.413, -0.142], [-0.104, -0.073, -0.059], [-0.253, 0.894, 0.394], [-0.213, -0.187, -0.345], [-0.034, 0.203, 0.338], [0.045, 0.021, 0.189], [0.141, -0.034, 2.307], [-0.804, -0.039, -0.461], [0.032, 0.176, -0.790], [0.030, 0.254, 0.489], [-0.319, -0.080, -0.401], [0.311, -0.081, -0.116]]}

***

{"formula": "C54H78O12S4", "method": "ωB97M-V/def2-TZVPD", "gap_ev": 8.8193, "lumo_energy_ha": -0.0016, "max_force_ev_per_a": 10.20, "charge": 0, "homo_ev": -8.9, "species": ["C", "S", "O", "C", "H", "H", "H", "H", "H", "H", "C", "S", "O", "C", "H", "H", "H", "H", "H", "H", "C", "S", "O", "C", "H", "H", "H", "H", "H", "H", "C", "S", "O", "C", "H", "H", "H", "H", "H", "H", "C", "C", "C", "C", "C", "C", "H", "H", "H", "H", "H", "H", "C", "C", "C", "C", "C", "C", "H", "H", "H", "H", "H", "H", "C", "C", "C", "C", "C", "C", "H", "H", "H", "H", "H", "H", "C", "C", "C", "C", "C", "C", "H", "H", "H", "H", "H", "H", "C", "C", "C", "C", "C", "C", "H", "H", "H", "H", "H", "H", "O", "C", "O", "C", "C", "C", "H", "H", "H", "H", "H", "H", "O", "C", "O", "C", "C", "C", "H", "H", "H", "H", "H", "H", "O", "C", "O", "C", "C", "C", "H", "H", "H", "H", "H", "H", "O", "C", "O", "C", "C", "C", "H", "H", "H", "H", "H", "H"], "xyz": [[-23.51831, 6.19901, 2.92804], [-21.93961, 6.92180, 3.46542], [-22.30495, 7.24531, 4.96819], [-20.91093, 5.40120, 3.32275], [-23.28487, 5.90748, 1.90402], [-24.27431, 6.98416, 2.91808], [-23.91845, 5.43952, 3.59974], [-21.09795, 4.88010, 2.38382], [-21.14593, 4.67740, 4.10313], [-19.84484, 5.60040, 3.43173], [-15.62855, 1.11735, 10.02452], [-14.07012, 0.22206, 9.62929], [-12.91383, 1.09328, 9.09665], [-13.55345, -0.01312, 11.37270], [-16.40691, 0.35912, 9.93883], [-15.71023, 1.98726, 9.37284], [-15.75974, 1.41804, 11.06398], [-14.28158, -0.58964, 11.94329], [-13.54116, 0.92543, 11.92685], [-12.62271, -0.57011, 11.48036], [-22.54905, -6.95463, 7.11146], [-23.18515, -5.30872, 7.54725], [-22.11859, -4.59244, 8.33161], [-23.26321, -4.60287, 5.79023], [-21.58123, -6.74138, 6.65763], [-23.18061, -7.28143, 6.28536], [-22.43256, -7.58957, 7.98975], [-24.00393, -5.10388, 5.16702], [-22.31938, -4.76969, 5.27112], [-23.45788, -3.53211, 5.85094], [-19.95809, 7.03693, 13.23820], [-20.09252, 8.68696, 12.33178], [-18.62784, 9.09304, 12.29440], [-20.67959, 8.02195, 10.72154], [-19.29400, 6.44057, 12.61255], [-20.89879, 6.49133, 13.16398], [-19.55125, 7.16404, 14.24139], [-20.03366, 7.21444, 10.37682], [-20.54392, 8.77244, 9.94279], [-21.73710, 7.75867, 10.74269], [-26.02397, 8.06034, 15.43249], [-25.25227, 8.82345, 16.32034], [-25.86518, 9.59763, 17.26223], [-27.23882, 9.64956, 17.33374], [-27.99553, 8.79667, 16.56789], [-27.40642, 8.03885, 15.56040], [-25.55691, 7.49668, 14.63843], [-24.17654, 8.90283, 16.26649], [-25.21818, 10.21059, 17.87219], [-27.72167, 10.17747, 18.14280], [-29.04825, 8.74562, 16.80360], [-27.98873, 7.44186, 14.87417], [-25.23948, -4.74768, 14.83597], [-24.93121, -5.54706, 13.70629], [-25.43692, -6.84275, 13.66902], [-26.27650, -7.22650, 14.69712], [-26.37590, -6.49434, 15.88472], [-25.86821, -5.24103, 15.95920], [-25.04972, -3.68450, 14.82970], [-24.43961, -5.02653, 12.89772], [-25.37657, -7.40771, 12.75055], [-26.86358, -8.11964, 14.54210], [-26.93894, -6.91233, 16.70609], [-26.05628, -4.58408, 16.79553], [-26.83758, 1.93623, 4.76520], [-27.98708, 2.00639, 4.00769], [-27.99036, 1.47661, 2.69746], [-26.92613, 0.76854, 2.19152], [-25.73258, 0.72686, 2.92333], [-25.78581, 1.20112, 4.21771], [-26.81705, 2.17123, 5.81912], [-28.81250, 2.57966, 4.40321], [-28.88637, 1.51030, 2.09544], [-26.90513, 0.28601, 1.22554], [-24.83235, 0.28287, 2.52477], [-24.84352, 1.16535, 4.74420], [-19.18422, 0.15758, 18.05409], [-18.69726, 0.91504, 16.98626], [-17.65361, 1.76322, 17.12379], [-17.05275, 1.91314, 18.40137], [-17.63478, 1.31737, 19.50459], [-18.69592, 0.48733, 19.29494], [-19.99166, -0.55559, 17.97768], [-19.07757, 0.68689, 16.00152], [-17.23267, 2.33018, 16.30662], [-16.18698, 2.55117, 18.50014], [-17.26633, 1.56427, 20.48931], [-19.17734, 0.11498, 20.18713], [-24.38498, 2.58058, 11.46161], [-23.70641, 1.33355, 11.45906], [-22.67151, 1.07585, 10.64490], [-22.29539, 1.94495, 9.61576], [-23.15717, 3.07067, 9.41853], [-24.05233, 3.42156, 10.44181], [-25.09285, 2.71763, 12.26568], [-23.89305, 0.55599, 12.18498], [-22.20419, 0.15192, 10.95211], [-21.53184, 1.77915, 8.87016], [-23.07777, 3.66116, 8.51774], [-24.74719, 4.24038, 10.32729], [-32.21876, 3.02791, 15.60066], [-31.32503, 2.36412, 16.12484], [-30.68716, 2.72669, 17.28712], [-29.49079, 2.05717, 17.47067], [-29.93137, 0.64158, 16.96683], [-30.63675, 1.04736, 15.68753], [-29.28858, 2.16975, 18.53581], [-28.57688, 2.44800, 17.02332], [-30.65978, 0.20049, 17.64724], [-29.17055, -0.10176, 16.72868], [-31.43481, 0.35946, 15.40829], [-29.95322, 1.17652, 14.84836], [-19.39816, -0.71423, 3.93613], [-18.40778, -1.49773, 4.02507], [-17.63389, -1.83181, 2.92243], [-16.57859, -2.73956, 3.31411], [-17.15855, -3.43839, 4.52806], [-17.79923, -2.20038, 5.26687], [-15.60372, -2.34862, 3.60553], [-16.36605, -3.45417, 2.51897], [-16.27442, -3.93587, 4.92675], [-17.78187, -4.32690, 4.42750], [-16.92847, -1.63670, 5.60176], [-18.63349, -2.38116, 5.94467], [-27.78444, 11.48116, 5.21634], [-27.43163, 11.51608, 6.36753], [-28.23649, 11.67925, 7.40441], [-27.52982, 11.70234, 8.61587], [-26.27278, 10.91321, 8.36437], [-26.06980, 11.23637, 7.00316], [-28.02153, 11.24132, 9.47249], [-27.25818, 12.70325, 8.95124], [-26.60682, 9.91028, 8.63017], [-25.32714, 11.11728, 8.86659], [-25.62560, 10.54338, 6.28862], [-25.45551, 12.13240, 7.09182], [-17.58487, -4.51000, 11.20037], [-18.25568, -4.98880, 12.13381], [-18.59687, -4.31648, 13.10399], [-18.98427, -5.19092, 14.17082], [-18.65354, -6.64651, 13.62493], [-18.65285, -6.55889, 12.15536], [-20.02357, -5.07081, 14.47663], [-18.27784, -5.09666, 14.99555], [-19.35231, -7.36865, 14.04722], [-17.63295, -6.69852, 14.00413], [-19.70848, -6.65893, 11.90288], [-17.87229, -7.22718, 11.79175]], "atomic_forces_ev_per_a": [[0.506, 0.507, -0.606], [-1.715, 0.053, 3.350], [1.534, -0.703, -2.839], [-0.165, -0.409, 0.552], [-0.611, -0.518, -0.047], [0.339, 0.266, -0.084], [0.620, -0.288, -0.127], [-0.018, 0.390, -0.208], [-0.362, 0.228, 0.219], [-0.148, 0.456, -0.177], [0.161, -0.102, 0.455], [2.470, 0.915, 0.602], [-2.352, -0.846, 0.550], [-0.805, -0.465, 0.654], [-0.118, 0.142, -0.774], [-0.228, -0.314, -0.141], [0.709, 0.335, 0.060], [-0.382, -0.325, -0.357], [0.428, 0.301, -0.534], [0.098, 0.332, -0.525], [0.472, 1.239, -0.856], [-0.063, 0.728, -0.050], [-0.577, -0.533, -0.891], [0.652, -0.609, 0.495], [0.261, -0.203, 0.190], [-0.214, -0.600, 0.420], [-0.386, 0.054, -0.240], [-0.362, -0.018, 0.441], [0.283, 0.124, 0.284], [-0.067, -0.173, 0.218], [-0.465, 0.282, -1.564], [1.434, -0.828, 1.024], [-1.633, -0.254, -0.637], [0.889, 0.119, -0.299], [0.428, 0.233, 0.130], [-0.261, 0.256, 0.551], [-0.283, 0.208, -0.203], [-0.172, -0.347, 0.320], [-0.077, 0.447, 0.340], [0.127, -0.133, 0.323], [0.200, 0.258, 0.186], [0.035, -0.450, -0.919], [0.380, 0.835, 0.055], [-0.147, -0.558, 1.190], [-0.456, 0.001, -0.324], [0.360, 0.067, 0.151], [0.113, -0.078, -0.012], [0.113, -0.394, -0.263], [-0.216, 0.131, 0.308], [-0.026, 0.330, -0.074], [-0.199, -0.065, -0.403], [-0.155, -0.086, 0.099], [0.673, 0.114, -0.956], [-0.577, 1.166, 1.491], [-0.464, 1.124, -0.483], [0.304, -0.622, 0.359], [-0.936, -1.627, -0.275], [0.229, 0.857, -0.343], [0.486, 0.073, -0.194], [0.163, -0.439, -0.266], [0.131, -0.248, 0.064], [0.101, -0.276, 0.371], [-0.155, -0.015, 0.047], [0.062, -0.100, 0.175], [-0.173, -1.842, -0.317], [0.232, 0.623, -0.826], [-0.899, -0.276, 0.594], [1.394, 0.228, 0.003], [-1.338, -0.185, 0.284], [1.772, 0.997, 0.148], [0.045, 0.509, -0.061], [-0.351, -0.176, -0.197], [-0.197, 0.214, 0.074], [-0.479, 0.191, -0.218], [-0.009, -0.124, 0.051], [0.026, -0.151, 0.473], [0.088, 1.103, 0.042], [-0.991, -1.938, -0.906], [1.759, 0.905, 1.599], [-0.461, 0.333, -0.977], [1.023, 1.027, -0.653], [-0.996, -0.997, 1.356], [-0.021, 0.045, -0.273], [-0.188, 0.242, -0.194], [-0.114, -0.122, -0.218], [0.042, 0.091, 0.065], [-0.039, -0.226, 0.127], [-0.105, -0.463, 0.024], [1.285, -2.733, 0.477], [-1.498, 1.383, 1.684], [1.591, -0.480, -0.845], [-2.009, 1.261, -0.467], [1.276, -1.083, 1.166], [-1.354, 0.505, -1.191], [-0.259, 0.604, -0.308], [-0.448, 0.190, 0.313], [0.735, -0.126, -0.896], [0.154, -0.364, 0.211], [0.135, 0.228, 0.110], [0.399, 0.631, -0.266], [2.262, -1.914, 1.618], [-0.602, 1.209, -1.297], [-1.551, 2.391, -1.139], [0.270, -2.362, 1.334], [0.951, 0.139, -0.329], [-1.380, 0.300, 0.237], [-0.046, -0.584, 0.129], [-0.385, 0.315, -0.899], [0.165, 0.120, 0.188], [0.276, 0.199, 0.392], [0.149, -0.035, -0.234], [-0.104, 0.226, -0.003], [4.058, -3.379, 0.360], [-1.985, 2.659, -0.683], [-0.069, 0.722, 0.603], [-1.363, -1.421, -0.140], [0.806, -0.225, 1.011], [-0.285, -1.189, -1.997], [-0.295, 1.086, -0.158], [-0.336, 0.282, -0.326], [0.072, 0.471, 1.190], [-0.740, 0.563, -0.786], [-0.517, 0.416, 0.550], [0.636, 0.021, 0.404], [0.249, 0.263, 1.019], [1.101, -0.522, -0.516], [-2.310, 0.527, 0.760], [1.040, 0.803, 2.276], [-0.453, -2.035, 2.441], [1.059, 0.445, -4.682], [-0.869, 0.103, -0.546], [-0.400, 0.484, -0.431], [0.634, -0.541, -0.553], [-0.605, 0.225, 0.868], [0.582, -0.106, 0.440], [-0.017, 0.344, -1.082], [-1.496, -0.853, 1.825], [3.773, -3.084, -8.956], [-2.007, 2.126, 4.955], [0.002, -1.875, 0.350], [-0.147, 1.099, 2.476], [0.074, 2.568, 1.297], [0.122, 0.423, -0.175], [-0.492, 0.813, 0.140], [0.428, -0.141, 0.222], [-0.004, -1.153, -0.044], [0.350, -0.262, -1.157], [-0.598, 0.372, -0.946]]}